1.
The following is a DFT calculation (ωB97M-V with the def2-TZVPD basis set) of a cluster of 2 separate species, C28H31F2O3 in total in a non-equilibrium geometry.

As for the HOMO energy: -3.36 eV. As for the frontier orbital gap: 4.43 eV. The charge is -1. The energy is -41117.047 eV.

Last column: Mulliken charge in e.
CARTESIAN COORDINATES (ANGSTROEM)
C1 -4.9761 0.7863 1.5695  -1.727
C2 -4.1446 0.1972 0.4195  2.165
C3 -4.0180 -1.3033 0.6645  -2.170
C4 -4.9178 0.3901 -0.8945  -1.682
C5 -2.7500 0.8647 0.3394  -0.297
C6 -1.5813 0.1628 0.4477  -0.602
C7 -0.2860 0.7796 0.3406  -0.468
C8 0.8844 0.0055 0.3845  -0.578
C9 2.2010 0.5561 0.4616  0.359
C10 2.4973 1.7153 1.2436  -0.797
C11 3.7385 2.3275 1.1268  0.593
F1 3.9685 3.4934 1.8298  -0.340
C12 4.7520 1.8492 0.2992  -0.759
C13 4.4685 0.6751 -0.4042  0.435
F2 5.4276 0.2087 -1.2778  -0.321
C14 3.2684 -0.0137 -0.2944  -0.827
C15 -0.2650 2.1997 0.1180  -0.699
C16 -1.3866 2.9768 0.0184  -0.727
C17 -1.3363 4.5068 -0.2375  2.203
C18 -2.0018 4.8614 -1.5762  -1.727
C19 0.0999 5.0235 -0.3081  -2.094
C20 -2.0455 5.2841 0.8812  -1.735
C21 -2.6990 2.3226 0.1179  1.743
O1 -3.7507 2.9972 0.0017  -0.804
H1 -5.1514 1.8533 1.4068  0.354
H2 -5.9406 0.2634 1.6245  0.450
H3 -4.4447 0.6509 2.5190  0.353
H4 -3.4665 -1.7836 -0.1511  0.437
H5 -3.5100 -1.4964 1.6155  0.418
H6 -5.0191 -1.7494 0.7123  0.422
H7 -4.3442 -0.0336 -1.7276  0.349
H8 -5.8834 -0.1290 -0.8269  0.452
H9 -5.0901 1.4533 -1.0835  0.357
H10 -1.5981 -0.9178 0.6198  0.681
H11 0.7949 -1.0793 0.2892  0.675
H12 1.7431 2.1368 1.9098  0.627
H13 5.7044 2.3656 0.2067  0.466
H14 3.0897 -0.9356 -0.8473  0.574
H15 0.7123 2.6687 0.0069  0.718
H16 -3.0583 4.5816 -1.5709  0.370
H17 -1.9150 5.9423 -1.7488  0.440
H18 -1.4958 4.3355 -2.3940  0.357
H19 0.6381 4.8299 0.6264  0.396
H20 0.6369 4.5699 -1.1485  0.383
H21 0.0773 6.1093 -0.4689  0.449
H22 -1.5775 5.0602 1.8466  0.365
H23 -1.9515 6.3609 0.6867  0.459
H24 -3.1046 5.0176 0.9269  0.343
C22 4.1316 -7.8816 -1.9518  -0.819
O2 3.0147 -6.9589 -2.0011  -0.406
C23 2.8438 -6.0462 -0.9902  0.828
C24 3.7173 -5.9726 0.1285  -0.411
C25 3.4591 -5.0118 1.1136  -0.515
C26 2.4032 -4.1320 1.0120  -0.539
C27 1.5880 -4.0518 -0.1954  0.092
O3 0.8461 -3.0587 -0.4236  -0.800
C28 1.7655 -5.1623 -1.1093  -0.680
H25 4.0375 -8.4753 -2.8628  0.235
H26 5.1039 -7.3683 -1.9501  0.326
H27 4.0860 -8.5457 -1.0771  0.328
H28 4.5629 -6.6653 0.2082  0.256
H29 4.1265 -4.9684 1.9760  0.308
H30 2.2163 -3.3931 1.7868  0.401
H31 1.1044 -5.2495 -1.9648  0.355


2.
The following is a DFT calculation (ωB97M-V with the def2-TZVPD basis set) of a structure of composition C6H12F6NO8S2Tl in a non-equilibrium geometry.

As for the HOMO energy: -17.85 eV. As for the frontier orbital gap: 6.70 eV. The charge is +2. The energy is -66921.035 eV. As for the energy above the lowest of the compared OMol25 structures with the same formula, charge and spin: 730.4 kJ/mol.

Last column: Mulliken charge in e.
CARTESIAN COORDINATES (ANGSTROEM)
Tl1 -0.6902 1.0518 1.1745  1.440
C1 2.1443 0.5955 -1.7135  0.599
F1 2.6818 0.2729 -0.5517  -0.212
F2 2.6427 1.8036 -2.0160  -0.212
F3 2.6343 -0.2781 -2.5980  -0.201
S1 0.2072 0.7247 -1.6120  1.669
O1 -0.0395 2.1476 -1.6049  -0.583
O2 -0.1590 0.0575 -2.8601  -0.629
N1 -0.1580 -0.1259 -0.0977  0.018
S2 -0.3488 -1.6195 -0.6225  1.164
O3 -1.7045 -1.8459 -1.1732  -0.720
O4 0.7470 -2.1238 -1.4217  -0.561
C2 -0.3100 -2.6178 1.0802  0.590
F4 0.2612 -3.8092 0.7481  -0.179
F5 0.3844 -1.9417 2.0126  -0.105
F6 -1.5436 -2.9112 1.4867  -0.273
C3 -2.1652 0.6725 -1.0745  0.356
C4 -2.9764 -0.2625 -0.2709  -0.867
O5 -2.2219 -0.6413 0.8921  -0.667
O6 -1.8721 1.9115 -0.2907  -0.738
H1 -2.7243 0.8891 -1.9848  0.699
H2 -1.2225 0.1939 -1.3397  -0.692
H3 -3.1576 -1.1752 -0.8385  0.467
H4 -3.9166 0.1935 0.0394  0.457
H5 -2.5327 -1.5254 1.1006  0.493
H6 -2.3498 2.6480 -0.6791  0.483
C5 1.9808 -0.0780 1.6695  -0.319
C6 2.2061 1.3256 1.0528  -0.643
O7 1.0876 1.9324 0.3252  -0.777
O8 0.8055 0.0914 2.4821  -0.767
H7 2.8216 -0.3926 2.2878  0.615
H8 1.8218 -0.8359 0.9024  0.083
H9 3.1682 1.4510 0.5561  0.572
H10 2.1408 2.0442 1.8697  0.558
H11 1.4858 2.6303 -0.2002  0.459
H12 0.8715 -0.4530 3.2700  0.423